Entry from the Open Molecules 2025 dataset: a molecular structure, C18H8ClIrNO9 (ωB97M-V with the def2-TZVPD basis set).

Structure (ORCA input):
```
! RIJCOSX wB97M-V def2-TZVPD def2/J DEFGRID3
* xyz -1 1
Ir -0.2705 0.1896 -0.1737
O 4.9622 -3.7075 0.3392
C 4.0980 -2.8843 0.1509
C 2.6298 -3.0330 0.4891
O 2.1227 -4.0060 1.0248
C 2.0068 -1.8071 0.0355
C 2.9412 -0.9239 -0.5817
O 2.6237 0.1807 -1.0850
C 4.2915 -1.5247 -0.4927
O 5.3481 -1.0572 -0.8652
O 0.7200 -1.5744 0.0922
O -0.3404 1.5616 3.5512
C -0.1495 1.3303 2.3802
O -0.5336 0.2418 1.7594
C 0.6052 2.2846 1.5022
C 1.1261 3.4857 1.9385
C 1.7563 4.2987 1.0136
C 1.8305 3.8878 -0.3105
C 1.2873 2.6715 -0.6739
N 0.6963 1.8946 0.2310
H 1.0185 3.7384 2.9835
H 2.1840 5.2454 1.3159
H 2.3164 4.4943 -1.0609
H 1.3368 2.2812 -1.6786
Cl -7.4530 0.7990 0.6399
C -5.7487 0.9762 0.3190
C -5.1985 2.2635 0.2094
C -3.8689 2.4278 -0.0565
C -2.9952 1.3189 -0.2314
O -1.7634 1.5701 -0.5226
C -3.5726 0.0211 -0.1070
C -2.8563 -1.1985 -0.3471
O -1.6731 -1.3381 -0.6710
C -4.9514 -0.1174 0.1684
H -5.8391 3.1250 0.3471
H -3.4336 3.4151 -0.1311
H -3.4491 -2.1200 -0.2691
H -5.3719 -1.1122 0.2516
*
```

The value obtained for the energy above the lowest of the compared OMol25 structures with the same formula, charge and spin is 31.1 kcal per mole. Its LUMO energy is 1.350 eV. The total energy comes out at -1987.2411 a.u. For the HOMO-LUMO gap, the calculation gives 0.193 hartree.

---

Entry from the Open Molecules 2025 dataset: a single C3H5ClN2O molecule (ωB97M-V with the def2-TZVPD basis set).

Structure (ORCA input):
```
! RIJCOSX wB97M-V def2-TZVPD def2/J DEFGRID3
* xyz 0 1
N -1.2079 1.2055 0.1128
C -1.5554 -0.0911 -0.0501
O -2.7051 -0.3935 -0.4136
N -0.4832 -0.9888 0.0994
C 0.9219 -0.7533 0.2396
C 1.7392 0.2213 -0.2352
Cl 3.4113 0.0260 -0.1445
H -0.5968 1.2914 0.9257
H -2.0104 1.9345 -0.0124
H -0.4424 -2.0094 -0.3471
H 1.4042 -1.6755 0.5188
H 1.5245 1.2329 -0.6934
*
```

The value obtained for the energy above the lowest of the compared OMol25 structures with the same formula, charge and spin is 30.7 kcal per mole. Its LUMO energy is 0.647 eV. The total energy comes out at -762.2283 a.u. For the HOMO-LUMO gap, the calculation gives 0.353 hartree.

---

Entry from the Open Molecules 2025 dataset: 9 unconnected molecules or ions with the total composition C18H54O9S9 (ωB97M-V with the def2-TZVPD basis set).

Structure (ORCA input):
```
! RIJCOSX wB97M-V def2-TZVPD def2/J DEFGRID3
* xyz 0 1
C -2.3088 -4.4600 2.0559
S -1.9831 -5.8929 0.8939
O -0.8348 -6.6753 1.5909
C -3.5508 -6.8082 1.2329
H -1.4726 -3.7710 2.1746
H -2.5144 -4.8530 3.0515
H -3.0469 -3.7491 1.6844
H -4.4441 -6.2093 1.0558
H -3.6404 -7.1700 2.2572
H -3.7156 -7.6070 0.5098
C 2.4805 0.6186 -3.1964
S 3.3051 2.1440 -3.8898
O 4.7872 1.9014 -4.0801
C 2.5827 2.1350 -5.5844
H 2.7864 0.6013 -2.1504
H 2.7598 -0.2888 -3.7319
H 1.3953 0.6870 -3.2723
H 2.7631 3.1362 -5.9760
H 1.5150 1.9333 -5.6705
H 3.1397 1.4526 -6.2263
C 0.0473 1.3435 -0.0110
S -0.6188 -0.2028 -0.8342
O 0.6553 -0.9739 -1.1194
C -1.2147 -0.9841 0.7359
H 0.5603 1.1289 0.9265
H -0.8069 1.8977 0.3781
H 0.7827 1.8000 -0.6736
H -1.4282 -0.1856 1.4464
H -0.3929 -1.5773 1.1369
H -2.0309 -1.6999 0.6382
C -4.2176 -0.0713 -2.9113
S -3.5373 1.6328 -2.7749
O -2.8864 1.6811 -1.3432
C -2.1760 1.4683 -3.9894
H -5.1740 -0.1334 -2.3922
H -3.5141 -0.8095 -2.5265
H -4.4341 -0.2199 -3.9692
H -1.5595 2.3660 -4.0346
H -2.4675 1.2277 -5.0118
H -1.4430 0.7234 -3.6798
C 2.8041 -3.3866 -2.1900
S 3.4386 -4.3321 -0.7112
O 4.4497 -3.4003 0.0493
C 1.8127 -4.3269 0.2036
H 1.7417 -3.1885 -2.0478
H 3.0435 -4.0345 -3.0331
H 3.3608 -2.4528 -2.2692
H 1.7021 -4.9262 1.1073
H 1.0307 -4.6786 -0.4693
H 1.5620 -3.2916 0.4350
C 2.6675 3.7605 1.9722
S 1.0350 3.8896 2.7761
O 0.8298 2.4251 3.0037
C 1.8467 4.8290 4.1699
H 2.5158 3.3776 0.9630
H 3.2943 3.0580 2.5214
H 3.1671 4.7269 1.9050
H 2.0262 5.7507 3.6164
H 2.7824 4.3733 4.4936
H 1.0951 4.9110 4.9551
C -0.3546 5.0613 -0.8440
S 0.6228 4.2642 -2.2057
O 2.0873 4.4456 -1.8392
C 0.3019 5.5045 -3.4614
H -1.3530 5.3726 -1.1514
H 0.2201 5.8193 -0.3118
H -0.5835 4.3120 -0.0862
H 0.2865 5.0070 -4.4311
H 1.0979 6.2485 -3.4286
H -0.6737 5.9903 -3.4753
C 3.8683 -2.1501 2.7555
S 3.4436 -0.3339 2.5142
O 4.6937 0.3882 2.9921
C 3.4698 -0.5149 0.6639
H 4.8710 -2.2776 2.3476
H 3.1805 -2.8432 2.2711
H 4.0192 -2.3273 3.8203
H 2.5079 -0.8968 0.3217
H 4.3029 -1.0991 0.2731
H 3.5375 0.5016 0.2763
C -4.5246 -0.3572 2.6743
S -5.4797 -0.0425 4.2297
O -6.9541 -0.1455 3.8932
C -4.9795 -1.5938 5.0942
H -3.4518 -0.5161 2.7830
H -4.6649 0.4250 1.9282
H -5.0202 -1.2458 2.2833
H -5.4010 -2.4543 4.5746
H -5.5093 -1.5560 6.0460
H -3.9136 -1.6063 5.3217
*
```

The value obtained for the energy above the lowest of the compared OMol25 structures with the same formula, charge and spin is 56.3 kcal per mole. Its LUMO energy is -0.179 eV. The total energy comes out at -4978.6680 a.u. For the HOMO-LUMO gap, the calculation gives 0.297 hartree.

---

Entry from the Open Molecules 2025 dataset: a molecular structure, C4H8N4 (ωB97M-V with the def2-TZVPD basis set).

Structure (ORCA input):
```
! RIJCOSX wB97M-V def2-TZVPD def2/J DEFGRID3
* xyz 0 1
C -0.6598 0.2104 -0.1954
C 1.7526 -0.4295 0.0000
C -0.4578 1.6193 -0.3557
C 0.4727 2.1820 0.2115
H -3.3346 -1.4333 0.4135
H -2.0039 -2.4868 -0.7154
H -0.0890 -1.3504 0.8384
H 1.7317 0.7890 -0.4287
H 2.5567 -2.5704 -0.1041
H -1.1261 2.0776 -1.2464
H 0.8249 3.4400 0.4524
H 1.1034 1.7483 1.0978
N -2.1222 -1.5129 0.1466
N -1.8420 -0.2547 -0.2225
N 0.4111 -0.6131 0.4292
N 2.7823 -1.4154 -0.3214
*
```

The value obtained for the energy above the lowest of the compared OMol25 structures with the same formula, charge and spin is 200.6 kcal per mole. Its LUMO energy is -0.003 eV. The total energy comes out at -375.9287 a.u. For the HOMO-LUMO gap, the calculation gives 0.315 hartree.

---

Entry from the Open Molecules 2025 dataset: 2 unconnected molecules or ions with the total composition C3H8N2O2S (ωB97M-V with the def2-TZVPD basis set).

Structure (ORCA input):
```
! RIJCOSX wB97M-V def2-TZVPD def2/J DEFGRID3
* xyz 0 1
N 0.2611 1.1343 0.7801
C 0.5907 -0.2396 0.8698
S -0.6442 -1.4074 1.1915
C 1.8910 -0.6256 0.9108
O 2.9300 0.2296 0.8433
O 2.3100 -1.9736 0.9866
H -0.7419 1.2757 1.0121
H 0.8388 1.6515 1.4683
H -1.3319 -1.6138 0.0957
H 3.6143 -0.4483 0.5955
H 1.6465 -2.5648 0.6622
C -2.2125 1.1923 -1.6151
N -2.0492 0.1102 -2.1876
H -2.8871 2.1107 -1.8974
H -1.7447 1.2711 -0.5291
H -2.4711 -0.1023 -3.1869
*
```

The value obtained for the energy above the lowest of the compared OMol25 structures with the same formula, charge and spin is 49.5 kcal per mole. Its LUMO energy is 0.728 eV. The total energy comes out at -777.2003 a.u. For the HOMO-LUMO gap, the calculation gives 0.312 hartree.

---

Entry from the Open Molecules 2025 dataset: a gas-phase ion, C5H9N2 (charge +2) (ωB97M-V with the def2-TZVPD basis set).

Structure (ORCA input):
```
! RIJCOSX wB97M-V def2-TZVPD def2/J DEFGRID3
* xyz 2 2
C -0.4878 -0.3846 -2.1063
C -0.1302 -1.2097 -0.8246
C -0.0613 -0.3835 0.4051
C -0.6416 1.0040 0.4116
N -0.1609 1.4802 1.6390
C 0.8514 0.6714 2.0678
N 0.8798 -0.5325 1.4085
H -1.2751 0.3054 -1.8192
H 0.2852 0.2267 -2.4006
H -0.7495 -1.1046 -2.9320
H 0.8614 -1.7262 -1.0096
H -0.8896 -2.1066 -0.8159
H -1.1779 1.6752 -0.4075
H -0.3526 2.4795 1.9795
H 1.4383 0.8387 3.0293
H 1.6106 -1.2332 1.3749
*
```

Its expectation value of S² is 0.76. The value obtained for the energy above the lowest of the compared OMol25 structures with the same formula, charge and spin is 33.6 kcal per mole. Its LUMO energy (spin up / spin down) is -9.885 / -13.302 eV. The total energy comes out at -304.6441 a.u. For the HOMO-LUMO gap (spin up / spin down), the calculation gives 0.384 / 0.274 hartree.

---

Entry from the Open Molecules 2025 dataset: 6 unconnected molecules or ions with the total composition C5H22O7 (ωB97M-V with the def2-TZVPD basis set).

Structure (ORCA input):
```
! RIJCOSX wB97M-V def2-TZVPD def2/J DEFGRID3
* xyz 0 1
O 1.5936 0.8227 -1.0449
C 2.0511 -0.2861 -1.8504
C 1.3923 -1.5949 -1.4614
C 1.4723 -1.8979 0.0460
C 0.2641 -1.3866 0.8433
C 0.6046 -0.9519 2.2532
O 1.1527 0.3826 2.2134
H 1.7596 0.6062 -0.1244
H 1.8014 0.0197 -2.8631
H 3.1372 -0.3723 -1.7210
H 1.8427 -2.4215 -2.0241
H 0.3452 -1.6086 -1.7538
H 2.3908 -1.4598 0.4578
H 1.5705 -2.9765 0.1820
H -0.2410 -0.5757 0.3229
H -0.4954 -2.1674 0.8955
H 1.3754 -1.6080 2.6758
H -0.2576 -0.9827 2.9199
H 0.8153 0.8783 2.9609
O -1.8523 1.2879 2.6723
H -1.5821 2.1955 2.4933
H -2.5353 1.0929 2.0122
O -0.0535 2.4309 0.7440
H 0.3370 1.6539 1.2006
H 0.5307 2.5569 -0.0178
O -1.1450 1.5232 -2.6686
H -1.4902 0.6487 -2.8816
H -0.3447 1.3396 -2.1466
O -2.4716 -0.8598 -1.5008
H -2.8756 -1.5567 -0.9771
H -2.5026 -0.0600 -0.9227
O -2.4815 1.5395 -0.1140
H -2.5352 1.9858 -0.9690
H -1.5728 1.8021 0.1480
*
```

The value obtained for the energy above the lowest of the compared OMol25 structures with the same formula, charge and spin is 0.0 kcal per mole. Its LUMO energy is 0.569 eV. The total energy comes out at -730.3944 a.u. For the HOMO-LUMO gap, the calculation gives 0.416 hartree.

---

Entry from the Open Molecules 2025 dataset: a gas-phase ion, C5H12N3 (charge +1) (ωB97M-V with the def2-TZVPD basis set).

Structure (ORCA input):
```
! RIJCOSX wB97M-V def2-TZVPD def2/J DEFGRID3
* xyz 1 1
C 1.2840 0.2501 0.8549
C -0.9203 0.3140 -2.2275
C -0.9863 0.9354 -0.8650
C -1.4006 0.1939 0.3871
C -0.5315 -1.1308 0.5507
N 1.0356 -1.4370 2.2434
N 0.6880 -0.8524 1.2416
N 2.4733 0.5355 0.6649
H -0.6964 1.0457 -2.8940
H -0.3079 -0.5527 -2.2161
H -1.9583 -0.0389 -2.5219
H 0.0595 1.2782 -0.6565
H -1.6897 1.6823 -0.9450
H -1.0341 0.7990 1.3658
H -2.5032 -0.0012 0.4594
H -0.3565 -1.5796 -0.4713
H -0.9918 -1.8586 1.1669
H 1.8312 -1.0416 2.7997
H 3.3092 -0.0785 0.5354
H 2.6959 1.5371 0.5276
*
```

The value obtained for the energy above the lowest of the compared OMol25 structures with the same formula, charge and spin is 141.0 kcal per mole. Its LUMO energy (spin up / spin down) is -5.512 / -5.511 eV. The total energy comes out at -361.5434 a.u. For the HOMO-LUMO gap (spin up / spin down), the calculation gives 0.303 / 0.303 hartree.